Record 1
{
  "formula": "C5H8O2",
  "method": "ωB97M-V/def2-TZVPD",
  "elements": ["O", "C", "C", "C", "C", "C", "O", "H", "H", "H", "H", "H", "H", "H", "H"],
  "coordinates": [[2.55, 0.14, 0.30], [1.51, -0.59, -0.32], [0.17, -0.19, 0.28], [-0.52, 1.09, -0.18], [-1.84, 0.39, -0.34], [-1.48, -0.94, -0.03], [-1.95, -2.01, 0.32], [2.50, 1.05, 0.00], [1.72, -1.64, -0.13], [1.51, -0.43, -1.41], [0.20, -0.31, 1.37], [-0.57, 1.81, 0.64], [-0.10, 1.58, -1.06], [-0.78, -0.83, -1.01], [-2.83, 0.83, -0.35]],
  "nbo_charge": [-0.701, -0.095, -0.218, -0.486, -0.166, 0.249, -0.621, 0.465, 0.202, 0.161, 0.244, 0.248, 0.208, 0.293, 0.216],
  "gap_ev": 8.692,
  "energy_ev": -9405.034,
  "total_charge": 0,
  "multiplicity": 1
}

***

Record 2
{
  "formula": "C5H8O2",
  "method": "ωB97M-V/def2-TZVPD",
  "elements": ["O", "C", "C", "C", "C", "C", "O", "H", "H", "H", "H", "H", "H", "H", "H"],
  "coordinates": [[-0.78, 2.15, 0.18], [0.02, 1.04, 0.48], [-0.77, -0.24, 0.91], [-0.41, -1.14, -0.30], [1.11, -1.00, -0.28], [0.65, 0.42, -0.75], [-0.48, -0.21, -1.41], [-1.37, 1.85, -0.52], [0.79, 1.36, 1.19], [-0.43, -0.65, 1.86], [-1.84, 0.00, 0.97], [-0.99, -2.06, -0.44], [1.59, -1.27, 0.67], [1.70, -1.32, -1.13], [1.20, 1.07, -1.44]],
  "nbo_charge": [-0.704, 0.069, -0.459, 0.079, -0.443, 0.063, -0.534, 0.471, 0.185, 0.213, 0.224, 0.201, 0.206, 0.224, 0.206],
  "gap_ev": 10.669,
  "energy_ev": -9407.946,
  "total_charge": 0,
  "multiplicity": 1
}

***

Record 3
{
  "formula": "C5H8O2",
  "method": "ωB97M-V/def2-TZVPD",
  "elements": ["C", "C", "O", "C", "C", "C", "O", "H", "H", "H", "H", "H", "H", "H", "H"],
  "coordinates": [[-1.84, -0.24, -0.39], [-0.70, 0.72, -0.06], [-0.45, 0.73, 1.37], [0.91, 0.40, 1.15], [1.05, -0.93, 0.44], [0.76, 0.33, -0.33], [1.56, 0.87, -1.32], [-1.47, -1.27, -0.46], [-2.56, -0.20, 0.43], [-2.35, 0.01, -1.32], [-0.90, 1.74, -0.41], [1.67, 0.83, 1.80], [0.27, -1.68, 0.55], [2.06, -1.31, 0.37], [1.79, 0.18, -1.95]],
  "nbo_charge": [-0.641, 0.081, -0.514, 0.075, -0.481, 0.186, -0.679, 0.206, 0.232, 0.215, 0.191, 0.206, 0.217, 0.228, 0.477],
  "gap_ev": 9.899,
  "energy_ev": -9407.268,
  "total_charge": 0,
  "multiplicity": 1
}